## one
2 unconnected molecules or ions with the total composition CF2O3S. Source: the OMol25 dataset; level of theory: ωB97M-V/def2-TZVPD.

Computed properties:
M (g/mol): 130.07

Each atom is followed by the atoms it is bonded to, with distances in Å.
Atoms and positions in Å:
1 C 1.899 0.198 0.267  O2 1.125, O3 1.173
2 O 1.980 -0.818 -0.210  C1 1.125
3 O 1.876 1.302 0.663  C1 1.173
4 O -0.514 -1.194 -0.287  S7 1.415
5 F -1.784 0.342 1.112  S7 1.682
6 F -1.661 0.764 -1.259  S7 1.677
7 S -1.796 -0.595 -0.285  O4 1.415, F5 1.682, F6 1.677

=====

## two
2 unconnected molecules or ions with the total composition CF2O3S. Source: the OMol25 dataset; level of theory: ωB97M-V/def2-TZVPD.

Computed properties:
M (g/mol): 130.07

Each atom is followed by the atoms it is bonded to, with distances in Å.
Atoms and positions in Å:
1 C -1.913 -1.091 0.262  O2 1.125, F5 1.313, F6 1.349
2 O -2.240 -1.686 1.158  C1 1.125
3 O 1.375 0.993 -0.658  S7 1.435
4 O 3.710 1.334 -0.015  S7 1.421
5 F -1.911 0.215 0.121  C1 1.313
6 F -1.383 -1.545 -0.892  C1 1.349
7 S 2.362 1.780 0.023  O3 1.435, O4 1.421

=====

Stability summary - winner: one; margin: 0.0239 hartree.

=====

## one
2 unconnected molecules or ions with the total composition C2H8OS2. Source: the OMol25 dataset; level of theory: ωB97M-V/def2-TZVPD.

Computed properties:
Structure (SMILES): CCO.SS
M (g/mol): 112.22

Each atom is followed by the atoms it is bonded to, with distances in Å.
Atoms and positions in Å:
1 S 2.545 -4.333 0.066  S2 2.170, H3 1.342
2 S 1.129 -2.831 0.736  S1 2.170, H4 1.342
3 H 3.495 -3.386 0.034  S1 1.342
4 H 0.214 -3.699 0.278  S2 1.342
5 C -1.331 1.744 -0.053  O6 1.460, C7 1.523, H8 1.096, H9 1.091
6 O -1.012 2.775 -1.036  C5 1.460, H10 0.979
7 C -0.076 0.931 0.241  C5 1.523, H11 1.090, H12 1.088, H13 1.091
8 H -2.107 1.132 -0.527  C5 1.096
9 H -1.586 2.348 0.820  C5 1.091
10 H -1.879 3.083 -1.370  O6 0.979
11 H -0.059 0.590 1.276  C7 1.090
12 H 0.761 1.572 -0.031  C7 1.088
13 H -0.093 0.074 -0.434  C7 1.091

=====

## two
2 unconnected molecules or ions with the total composition C2H8OS2. Source: the OMol25 dataset; level of theory: ωB97M-V/def2-TZVPD.

Computed properties:
Structure (SMILES): CSSC.O
M (g/mol): 112.22

Each atom is followed by the atoms it is bonded to, with distances in Å.
Atoms and positions in Å:
1 C -2.022 0.530 0.765  S2 1.889, H5 1.080, H6 1.084, H7 1.099
2 S -0.230 0.841 0.256  C1 1.889, S3 2.036
3 S -0.411 0.402 -1.724  S2 2.036, C4 1.860
4 C 1.003 -0.734 -2.138  S3 1.860, H8 1.112, H9 1.098, H10 1.094
5 H -2.615 1.243 0.210  C1 1.080
6 H -1.952 0.598 1.845  C1 1.084
7 H -2.143 -0.505 0.417  C1 1.099
8 H 1.595 -1.103 -1.272  C4 1.112
9 H 1.587 -0.217 -2.910  C4 1.098
10 H 0.355 -1.366 -2.752  C4 1.094
11 H 1.197 -0.295 2.925  O13 0.965
12 H 1.627 0.657 1.917  O13 0.971
13 O 2.007 -0.052 2.460  H11 0.965, H12 0.971

=====

Stability summary - winner: two; margin: 0.0104 hartree.

=====

## one
C2H2OS in the gas phase. Source: the OMol25 dataset; level of theory: ωB97M-V/def2-TZVPD.

Computed properties:
M (g/mol): 74.10

Each atom is followed by the atoms it is bonded to, with distances in Å.
Atoms and positions in Å:
1 C 1.522 0.006 0.845  C2 1.466, S4 1.553
2 C 0.428 0.271 -0.093  C1 1.466, O3 1.338, H5 1.111, H6 1.178
3 O 0.727 1.311 -0.881  C2 1.338
4 S 2.865 0.144 1.614  C1 1.553
5 H 0.190 -0.569 -0.781  C2 1.111
6 H -0.573 0.544 0.464  C2 1.178

=====

## two
2 unconnected molecules or ions with the total composition C2H2OS. Source: the OMol25 dataset; level of theory: ωB97M-V/def2-TZVPD.

Computed properties:
Structure (SMILES): C#C.O=S
M (g/mol): 74.10

Each atom is followed by the atoms it is bonded to, with distances in Å.
Atoms and positions in Å:
1 C -1.135 0.322 0.325  C2 1.181, H5 1.076
2 C -0.745 -0.417 -0.510  C1 1.181, H6 1.075
3 O 1.851 0.803 0.152  S4 1.442
4 S 1.992 -0.620 0.340  O3 1.442
5 H -1.644 1.219 0.629  C1 1.076
6 H -0.319 -1.307 -0.937  C2 1.075

=====

## three
C2H2OS in the gas phase. Source: the OMol25 dataset; level of theory: ωB97M-V/def2-TZVPD.

Computed properties:
Structure (SMILES): OC=C=S
M (g/mol): 74.10

Each atom is followed by the atoms it is bonded to, with distances in Å.
Atoms and positions in Å:
1 C 0.294 0.090 0.403  C2 1.318, O3 1.271, H5 1.123
2 C 1.289 0.729 0.985  C1 1.318, S4 1.556
3 O -0.657 -0.283 1.160  C1 1.271, H6 1.018
4 S 1.871 1.691 2.061  C2 1.556
5 H 0.425 -0.337 -0.627  C1 1.123
6 H -0.822 -0.886 0.356  O3 1.018

=====

Stability summary - winner: three; margin: 0.0253 hartree.

=====

## one
C6H12N2 in the gas phase. Source: the OMol25 dataset; level of theory: ωB97M-V/def2-TZVPD.

Computed properties:
Structure (SMILES): C=C(N)/C(C)=C/CN
M (g/mol): 112.18

Each atom is followed by the atoms it is bonded to, with distances in Å.
Atoms and positions in Å:
1 C -2.129 0.977 -0.026  N6 1.434, C7 1.723, H13 1.092, H14 1.088
2 C -0.347 -1.222 -1.391  C4 1.486, H16 1.087, H17 1.084, H18 1.085
3 C 1.772 -0.324 0.095  C4 1.735, N5 1.392, C8 1.334
4 C 0.092 -0.276 -0.332  C2 1.486, C3 1.735, C7 1.289
5 N 2.066 -0.156 1.445  C3 1.392, H9 1.008, H10 1.017
6 N -2.880 1.099 1.190  C1 1.434, H11 1.015, H12 1.016
7 C -0.446 0.739 0.254  C1 1.723, C4 1.289, H15 1.078
8 C 2.714 -0.380 -0.848  C3 1.334, H19 1.077, H20 1.082
9 H 1.446 -0.626 2.087  N5 1.008
10 H 3.047 -0.249 1.697  N5 1.017
11 H -2.544 1.859 1.774  N6 1.015
12 H -2.864 0.241 1.735  N6 1.016
13 H -2.193 1.913 -0.585  C1 1.092
14 H -2.545 0.179 -0.637  C1 1.088
15 H -0.063 1.376 1.035  C7 1.078
16 H 0.472 -1.895 -1.636  C2 1.087
17 H -1.200 -1.802 -1.054  C2 1.084
18 H -0.635 -0.699 -2.297  C2 1.085
19 H 2.470 -0.364 -1.898  C8 1.077
20 H 3.768 -0.389 -0.606  C8 1.082

=====

## two
2 unconnected molecules or ions with the total composition C6H12N2. Source: the OMol25 dataset; level of theory: ωB97M-V/def2-TZVPD.

Computed properties:
M (g/mol): 112.18

Each atom is followed by the atoms it is bonded to, with distances in Å.
Atoms and positions in Å:
1 C -0.926 -1.063 -1.230  C5 1.509, H12 1.097, H13 1.092, H17 1.091
2 C -1.348 -0.208 1.109  C5 1.513, H14 1.096, H15 1.093, H16 1.088
3 C -0.103 1.816 -0.461  H18 1.090, H19 1.086, H20 1.082
4 C 1.008 -0.627 0.280  C5 1.405, N6 1.382, N8 1.346
5 C -0.346 -0.389 -0.010  C1 1.509, C2 1.513, C4 1.405
6 N 1.818 -1.453 -0.475  C4 1.382, H9 1.008, H10 1.008
7 C 1.361 1.451 1.141  N8 1.258, H11 1.099
8 N 1.590 0.214 1.155  C4 1.346, C7 1.258
9 H 1.459 -2.356 -0.746  N6 1.008
10 H 2.804 -1.387 -0.279  N6 1.008
11 H 1.471 2.012 2.079  C7 1.099
12 H -1.101 -2.130 -1.041  C1 1.097
13 H -1.896 -0.629 -1.483  C1 1.092
14 H -1.771 -1.179 1.389  C2 1.096
15 H -2.180 0.422 0.780  C2 1.093
16 H -0.907 0.259 1.987  C2 1.088
17 H -0.262 -0.984 -2.092  C1 1.091
18 H -1.042 1.551 -0.948  C3 1.090
19 H -0.302 2.753 0.051  C3 1.086
20 H 0.673 1.927 -1.207  C3 1.082

=====

## three
2 unconnected molecules or ions with the total composition C6H12N2. Source: the OMol25 dataset; level of theory: ωB97M-V/def2-TZVPD.

Computed properties:
Structure (SMILES): Cc1c[nH]cn1.CC
M (g/mol): 112.18

Each atom is followed by the atoms it is bonded to, with distances in Å.
Atoms and positions in Å:
1 C -1.889 -0.193 -2.693  C2 1.519, H3 1.110, H4 1.113, H5 1.106
2 C -1.289 0.960 -1.908  C1 1.519, H6 1.095, H7 1.075, H8 1.102
3 H -1.987 -1.172 -2.180  C1 1.110
4 H -2.957 -0.060 -2.974  C1 1.113
5 H -1.199 -0.341 -3.546  C1 1.106
6 H -1.498 1.928 -2.375  C2 1.095
7 H -0.242 0.746 -1.785  C2 1.075
8 H -1.840 0.988 -0.954  C2 1.102
9 C 1.872 1.007 0.353  C11 1.470, H17 1.099, H18 1.076, H20 1.092
10 C 1.652 -1.082 1.803  C11 1.386, N13 1.365, H15 1.078
11 C 1.204 0.145 1.340  C9 1.470, C10 1.386, N14 1.395
12 C -0.354 -0.675 2.589  N13 1.378, N14 1.289, H19 1.086
13 N 0.635 -1.632 2.530  C10 1.365, C12 1.378, H16 1.003
14 N -0.092 0.326 1.820  C11 1.395, C12 1.289
15 H 2.673 -1.422 1.745  C10 1.078
16 H 0.670 -2.405 3.166  N13 1.003
17 H 1.285 1.099 -0.571  C9 1.099
18 H 2.828 0.657 0.005  C9 1.076
19 H -1.352 -0.921 2.941  C12 1.086
20 H 1.880 2.044 0.692  C9 1.092

=====

Stability summary - winner: three; margin: 0.0624 hartree.